Entry 1:
{"formula": "C24H27AsF9NO5PtS3", "method": "ωB97M-V with the def2-TZVPD basis set", "multiplicity": 5, "de_lowest_kcal_mol": 13.98, "total_charge": 2, "homo_lumo_gap_ev": [8.5, 4.9], "lumo_ev": [-5.66, -10.04], "symbols": ["Pt", "C", "C", "S", "O", "C", "C", "H", "H", "H", "H", "H", "H", "H", "H", "H", "H", "F", "C", "F", "F", "C", "C", "C", "C", "C", "C", "C", "C", "H", "H", "H", "H", "F", "C", "F", "F", "S", "O", "O", "N", "S", "O", "O", "C", "F", "F", "F", "C", "As", "C", "C", "C", "C", "C", "C", "C", "C", "H", "H", "H", "H", "H", "H", "H", "H", "H", "H", "H", "H", "H"], "xyz": [[-0.86, -0.24, 0.69], [0.52, -3.31, 4.71], [-0.37, -3.25, 3.49], [0.64, -3.16, 1.95], [0.85, -1.71, 1.60], [-0.58, -3.72, 0.69], [0.06, -3.73, -0.68], [-0.09, -3.20, 5.61], [1.24, -2.50, 4.71], [1.05, -4.26, 4.78], [-1.00, -2.37, 3.48], [-0.99, -4.14, 3.40], [-1.42, -3.02, 0.75], [-0.91, -4.72, 0.97], [0.33, -2.72, -0.98], [-0.64, -4.13, -1.41], [0.95, -4.36, -0.68], [-2.51, -1.44, -8.53], [-3.50, -1.43, -7.64], [-4.43, -0.59, -8.09], [-4.03, -2.66, -7.62], [-2.99, -1.06, -6.26], [-1.89, -1.77, -5.78], [-1.40, -1.51, -4.52], [-2.04, -0.54, -3.71], [-3.13, 0.19, -4.22], [-3.61, -0.08, -5.49], [-1.60, -0.36, -2.40], [-1.23, -0.33, -1.22], [-1.43, -2.53, -6.40], [-0.55, -2.05, -4.12], [-3.59, 0.95, -3.61], [-4.46, 0.46, -5.88], [-0.76, -0.22, 5.17], [-0.61, 1.10, 5.13], [-1.14, 1.63, 6.21], [0.70, 1.35, 5.11], [-1.36, 1.63, 3.49], [-0.46, 0.90, 2.59], [-1.28, 3.03, 3.35], [-2.80, 1.05, 3.55], [-3.29, -0.28, 2.89], [-2.21, -1.11, 2.35], [-4.27, -0.98, 3.62], [-4.07, 0.39, 1.31], [-5.21, 1.00, 1.47], [-3.16, 1.28, 0.81], [-4.19, -0.56, 0.38], [3.02, 0.01, -0.27], [1.72, 0.94, 0.88], [2.81, 1.24, 2.47], [1.57, 2.79, 0.02], [2.91, 3.36, -0.17], [3.61, 3.15, -1.38], [4.81, 3.77, -1.60], [5.38, 4.58, -0.61], [4.70, 4.80, 0.59], [3.49, 4.18, 0.82], [3.98, 0.52, -0.29], [2.62, -0.09, -1.29], [3.15, -0.99, 0.14], [3.74, 1.74, 2.20], [3.03, 0.27, 2.91], [2.25, 1.83, 3.19], [0.94, 3.37, 0.69], [1.06, 2.62, -0.94], [3.16, 2.53, -2.14], [5.32, 3.64, -2.55], [6.35, 5.03, -0.78], [5.13, 5.45, 1.33], [2.97, 4.35, 1.74]]}

Entry 2:
{"formula": "C32H26BBr2N8OV", "method": "ωB97M-V with the def2-TZVPD basis set", "multiplicity": 2, "de_lowest_kcal_mol": 18.60, "total_charge": 1, "homo_lumo_gap_ev": [6.5, 7.0], "lumo_ev": [-4.19, -3.73], "symbols": ["V", "C", "C", "N", "N", "C", "B", "N", "C", "C", "C", "N", "N", "C", "C", "C", "N", "H", "H", "H", "H", "H", "H", "H", "H", "H", "H", "C", "C", "C", "C", "C", "C", "Br", "C", "C", "Br", "C", "O", "C", "N", "H", "H", "H", "H", "H", "H", "N", "C", "C", "C", "C", "C", "C", "C", "C", "C", "C", "C", "C", "C", "H", "H", "H", "H", "H", "H", "H", "H", "H", "H"], "xyz": [[-0.58, 0.12, -0.60], [-0.81, -3.93, 0.50], [-1.38, -2.67, 0.36], [-0.53, -1.87, -0.29], [0.58, -2.58, -0.58], [0.43, -3.83, -0.12], [1.78, -1.93, -1.31], [1.25, -1.30, -2.61], [1.60, -1.48, -3.89], [0.86, -0.61, -4.67], [0.06, 0.08, -3.77], [0.30, -0.34, -2.53], [2.30, -0.77, -0.44], [3.51, -0.55, 0.10], [3.46, 0.64, 0.80], [2.16, 1.09, 0.64], [1.47, 0.24, -0.12], [-1.24, -4.80, 0.96], [-2.34, -2.30, 0.69], [1.20, -4.56, -0.25], [2.63, -2.74, -1.52], [2.36, -2.20, -4.15], [0.90, -0.50, -5.74], [-0.67, 0.85, -3.95], [4.31, -1.25, -0.04], [4.26, 1.11, 1.35], [1.68, 1.97, 1.04], [2.18, -2.34, 3.04], [1.00, -1.58, 3.58], [0.65, -1.68, 4.95], [-0.42, -0.97, 5.42], [-1.16, -0.15, 4.54], [-2.29, 0.62, 4.91], [-2.91, 0.60, 6.70], [-2.96, 1.37, 4.00], [-2.52, 1.40, 2.66], [-3.47, 2.44, 1.41], [-1.43, 0.69, 2.25], [-1.01, 0.73, 0.99], [-0.72, -0.11, 3.20], [0.33, -0.83, 2.74], [2.41, -3.21, 3.66], [3.05, -1.69, 3.02], [1.98, -2.67, 2.02], [1.22, -2.31, 5.60], [-0.71, -1.04, 6.46], [-3.83, 1.95, 4.29], [-2.00, 0.46, -1.59], [-3.04, 0.68, -2.28], [-3.99, -0.44, -2.49], [-3.48, -1.73, -2.65], [-4.35, -2.80, -2.81], [-5.72, -2.58, -2.78], [-6.23, -1.30, -2.61], [-5.36, -0.22, -2.48], [-3.30, 2.02, -2.84], [-4.00, 2.16, -4.04], [-4.18, 3.42, -4.59], [-3.68, 4.54, -3.95], [-2.98, 4.41, -2.75], [-2.78, 3.15, -2.21], [-2.41, -1.88, -2.67], [-3.96, -3.79, -2.95], [-6.40, -3.42, -2.90], [-7.30, -1.14, -2.59], [-5.75, 0.78, -2.34], [-4.39, 1.29, -4.54], [-4.72, 3.52, -5.52], [-3.83, 5.52, -4.38], [-2.59, 5.28, -2.25], [-2.25, 3.04, -1.27]]}

Entry 3:
{"formula": "C37H49N8NaS2Se2Si4Te", "method": "ωB97M-V with the def2-TZVPD basis set", "de_lowest_kcal_mol": 23.47, "homo_lumo_gap_ev": 4.9, "lumo_ev": -1.01, "symbols": ["Na", "C", "C", "N", "C", "C", "S", "C", "C", "S", "C", "N", "C", "H", "H", "H", "H", "H", "H", "H", "H", "Se", "N", "C", "C", "C", "C", "C", "N", "C", "C", "N", "C", "C", "C", "C", "C", "N", "H", "H", "H", "H", "H", "H", "C", "N", "C", "Se", "N", "C", "C", "C", "C", "C", "C", "H", "H", "H", "H", "H", "H", "H", "H", "C", "Si", "C", "C", "Si", "Te", "Si", "C", "C", "C", "Si", "C", "C", "C", "H", "H", "H", "H", "H", "H", "H", "H", "H", "H", "H", "H", "H", "H", "H", "H", "H", "H", "H", "H", "H", "H", "H", "H", "H", "H", "H"], "xyz": [[0.70, 0.76, 2.13], [3.04, 3.59, 4.28], [1.61, 3.85, 3.96], [0.90, 3.19, 3.09], [-0.38, 3.70, 3.03], [-0.65, 4.72, 3.88], [0.75, 5.10, 4.77], [-1.35, 3.15, 2.07], [-2.22, 3.89, 1.35], [-3.18, 2.85, 0.37], [-2.18, 1.50, 0.84], [-1.42, 1.79, 1.90], [-2.75, 0.12, 0.68], [3.54, 3.18, 3.40], [3.56, 4.50, 4.57], [3.12, 2.88, 5.10], [-1.59, 5.23, 4.00], [-2.29, 4.97, 1.31], [-3.65, 0.02, 1.30], [-2.02, -0.61, 1.01], [-3.01, -0.08, -0.36], [5.50, -5.92, 1.85], [3.99, -5.50, 1.00], [3.63, -4.32, 1.42], [2.43, -3.63, 0.96], [1.58, -4.19, 0.00], [0.48, -3.47, -0.39], [0.24, -2.23, 0.19], [1.02, -1.70, 1.12], [2.12, -2.37, 1.48], [3.00, -1.74, 2.47], [2.65, -0.52, 2.91], [3.43, 0.07, 3.81], [4.60, -0.50, 4.32], [4.97, -1.74, 3.87], [4.16, -2.39, 2.93], [4.48, -3.70, 2.40], [5.53, -4.39, 2.77], [1.81, -5.16, -0.42], [-0.20, -3.84, -1.15], [-0.59, -1.62, -0.13], [3.09, 1.03, 4.16], [5.18, 0.04, 5.05], [5.86, -2.24, 4.22], [-2.44, 0.85, 5.03], [-1.57, -0.27, 4.73], [-0.27, -0.37, 5.08], [0.74, 0.77, 6.10], [0.17, -1.56, 4.59], [-0.86, -2.25, 3.96], [-0.92, -3.48, 3.34], [-2.15, -3.86, 2.83], [-3.28, -3.05, 2.95], [-3.21, -1.81, 3.57], [-1.98, -1.42, 4.07], [-1.85, 1.60, 5.54], [-3.26, 0.52, 5.67], [-2.82, 1.26, 4.09], [1.12, -1.86, 4.72], [-0.05, -4.12, 3.24], [-2.24, -4.82, 2.33], [-4.22, -3.38, 2.54], [-4.08, -1.17, 3.66], [-2.51, -0.76, -5.73], [-2.34, -0.64, -3.85], [-4.03, -0.10, -3.19], [-1.99, -2.36, -3.15], [-0.59, 0.85, -3.37], [-0.17, 1.31, -0.98], [-1.04, 2.89, -4.46], [-0.08, 4.28, -3.62], [-2.88, 3.31, -4.36], [-0.54, 2.81, -6.28], [1.45, 0.00, -4.16], [2.03, -1.41, -3.04], [2.72, 1.38, -4.08], [1.39, -0.67, -5.93], [-3.31, -1.46, -5.99], [-1.60, -1.10, -6.21], [-2.78, 0.22, -6.15], [-4.82, -0.60, -3.77], [-4.18, 0.97, -3.27], [-4.18, -0.39, -2.14], [-2.69, -3.10, -3.56], [-2.11, -2.35, -2.06], [-0.97, -2.69, -3.38], [-0.41, 4.40, -2.58], [-0.22, 5.22, -4.15], [0.99, 4.06, -3.59], [-3.20, 3.36, -3.31], [-3.49, 2.57, -4.87], [-3.07, 4.28, -4.81], [0.54, 2.65, -6.39], [-0.78, 3.75, -6.79], [-1.05, 2.01, -6.81], [2.08, -1.08, -2.00], [3.03, -1.74, -3.35], [1.36, -2.27, -3.09], [2.79, 1.79, -3.07], [2.46, 2.20, -4.76], [3.71, 1.01, -4.38], [0.78, -1.58, -5.99], [2.40, -0.93, -6.26], [0.98, 0.06, -6.63]]}

Entry 4:
{"formula": "CH3IN2O", "method": "ωB97M-V with the def2-TZVPD basis set", "de_lowest_kcal_mol": 62.78, "homo_lumo_gap_ev": 8.2, "lumo_ev": -1.06, "smiles": "CN(I)N=O", "symbols": ["C", "N", "I", "N", "O", "H", "H", "H"], "xyz": [[0.19, -0.01, 0.06], [1.42, 0.79, -0.10], [3.24, -0.22, 0.02], [1.48, 2.10, -0.04], [0.49, 2.87, -0.08], [-0.52, 0.87, -0.05], [0.16, -0.84, -0.74], [0.23, -0.44, 1.00]]}

Entry 5:
{"formula": "C5H18N2O3", "method": "ωB97M-V with the def2-TZVPD basis set", "de_lowest_kcal_mol": 59.66, "homo_lumo_gap_ev": 9.2, "lumo_ev": 0.37, "smiles": "NCCC[C@H](N)CO.O.O", "symbols": ["N", "C", "C", "C", "C", "N", "C", "O", "H", "H", "H", "H", "H", "H", "H", "H", "H", "H", "H", "H", "H", "H", "O", "H", "H", "O", "H", "H"], "xyz": [[-1.65, 0.48, 1.64], [-2.28, -0.10, 0.41], [-1.86, -1.58, 0.34], [-0.68, -1.81, -0.76], [0.39, -0.73, -0.69], [0.71, -0.16, -1.97], [1.69, -1.34, 0.16], [2.63, -0.45, 0.51], [-1.71, 1.48, 1.53], [-0.66, 0.37, 1.72], [-3.34, 0.17, 0.52], [-1.85, 0.55, -0.38], [-1.48, -1.86, 1.38], [-2.74, -2.21, -0.10], [-0.23, -2.77, -0.39], [-1.21, -1.65, -1.74], [-0.06, -0.04, -0.13], [0.57, -0.87, -2.63], [1.55, 0.22, -1.92], [2.20, -2.00, -0.57], [1.30, -1.77, 1.07], [2.37, 0.25, 1.15], [0.44, 2.78, -0.96], [0.57, 3.52, -1.66], [-0.49, 2.46, -1.08], [1.86, 2.35, 1.89], [1.31, 2.77, 1.16], [2.64, 1.92, 1.49]]}

Entry 6:
{"formula": "C5H7OP3", "method": "ωB97M-V with the def2-TZVPD basis set", "de_lowest_kcal_mol": 0.00, "homo_lumo_gap_ev": 8.5, "lumo_ev": -0.78, "smiles": "C[C@@H](O)c1pcpcp1", "symbols": ["C", "C", "O", "C", "P", "C", "P", "C", "P", "H", "H", "H", "H", "H", "H", "H"], "xyz": [[-2.40, -0.60, 0.47], [-1.54, 0.17, -0.56], [-1.80, 1.53, -0.59], [0.12, 0.05, -0.26], [0.90, 1.54, 0.05], [2.62, 1.27, 0.11], [3.64, -0.12, 0.10], [2.54, -1.49, -0.07], [0.84, -1.60, -0.39], [-2.37, -0.01, 1.37], [-2.21, -1.65, 0.51], [-3.58, -0.48, 0.30], [-1.50, -0.20, -1.53], [-1.54, 1.72, 0.32], [3.15, 2.26, 0.22], [3.12, -2.40, -0.06]]}

Entry 7:
{"formula": "C51H89N2O25", "method": "ωB97M-V with the def2-TZVPD basis set", "total_charge": 1, "homo_lumo_gap_ev": 10.0, "lumo_ev": -1.68, "symbols": ["C", "C", "C", "C", "C", "C", "C", "C", "C", "C", "C", "C", "C", "C", "N", "C", "C", "N", "C", "C", "C", "C", "C", "C", "C", "C", "C", "C", "O", "C", "H", "H", "H", "H", "H", "H", "H", "H", "H", "H", "H", "H", "H", "H", "H", "H", "H", "H", "H", "H", "H", "H", "H", "H", "H", "H", "H", "H", "H", "H", "H", "H", "H", "H", "H", "H", "H", "H", "H", "H", "H", "H", "H", "H", "H", "H", "H", "H", "H", "H", "H", "H", "H", "H", "H", "H", "H", "C", "C", "O", "C", "O", "O", "H", "H", "H", "H", "C", "C", "O", "C", "O", "O", "H", "H", "H", "H", "C", "C", "O", "C", "O", "O", "H", "H", "H", "H", "C", "C", "O", "C", "O", "O", "H", "H", "H", "H", "C", "C", "O", "C", "O", "O", "H", "H", "H", "H", "C", "C", "O", "C", "O", "O", "H", "H", "H", "H", "C", "C", "O", "C", "O", "O", "H", "H", "H", "H", "C", "C", "O", "C", "O", "O", "H", "H", "H", "H"], "xyz": [[0.32, -5.31, 0.67], [0.62, -5.35, 2.18], [-0.11, -4.25, 2.96], [-0.09, -2.86, 2.30], [-0.93, -1.86, 3.11], [-2.41, -1.90, 2.72], [-2.67, -1.75, 1.22], [-4.15, -1.60, 0.91], [-4.51, -1.09, -0.49], [-3.76, -1.76, -1.67], [-3.13, -0.72, -2.60], [-2.07, -1.25, -3.58], [-1.22, -0.14, -4.21], [0.12, 0.18, -3.54], [0.02, 0.41, -2.06], [-0.61, 1.73, -1.79], [-0.93, 1.89, -0.31], [0.30, 1.77, 0.43], [1.04, 0.55, 0.15], [1.37, 0.33, -1.33], [1.95, -1.10, -1.46], [3.29, -1.28, -0.72], [3.92, -2.66, -1.01], [2.37, 1.32, -2.00], [3.28, 2.14, -1.08], [2.69, 3.54, -0.83], [3.06, 4.27, 0.47], [3.00, 3.41, 1.72], [3.10, 4.23, 2.85], [2.54, 3.61, 4.00], [-0.76, -5.25, 0.52], [0.66, -6.21, 0.16], [0.76, -4.43, 0.21], [1.70, -5.31, 2.33], [0.27, -6.32, 2.54], [-1.13, -4.55, 3.20], [0.40, -4.13, 3.93], [0.95, -2.50, 2.25], [-0.45, -2.91, 1.28], [-0.54, -0.84, 2.95], [-0.80, -2.06, 4.17], [-2.83, -2.84, 3.08], [-2.94, -1.10, 3.24], [-2.08, -0.91, 0.84], [-2.31, -2.64, 0.69], [-4.64, -0.94, 1.63], [-4.60, -2.59, 1.02], [-4.37, -0.01, -0.54], [-5.58, -1.26, -0.63], [-3.03, -2.50, -1.34], [-4.51, -2.30, -2.27], [-3.93, -0.26, -3.18], [-2.71, 0.08, -1.98], [-2.60, -1.76, -4.39], [-1.44, -2.02, -3.10], [-0.93, -0.46, -5.22], [-1.82, 0.76, -4.34], [0.52, 1.10, -3.97], [0.83, -0.61, -3.74], [-0.57, -0.30, -1.63], [-1.52, 1.83, -2.37], [0.05, 2.53, -2.10], [-1.30, 2.91, -0.17], [-1.74, 1.22, 0.01], [0.18, 1.90, 1.42], [1.93, 0.53, 0.77], [0.44, -0.34, 0.45], [2.14, -1.32, -2.50], [1.22, -1.81, -1.05], [3.16, -1.16, 0.36], [4.00, -0.54, -1.09], [3.44, -3.11, -1.88], [3.82, -3.37, -0.19], [4.98, -2.51, -1.23], [1.89, 2.03, -2.67], [3.00, 0.69, -2.65], [4.22, 2.30, -1.63], [3.55, 1.61, -0.17], [1.60, 3.52, -0.92], [3.04, 4.17, -1.66], [4.02, 4.78, 0.42], [2.31, 5.06, 0.61], [2.06, 2.83, 1.75], [3.82, 2.67, 1.72], [1.45, 3.60, 3.91], [2.83, 4.18, 4.88], [2.92, 2.59, 4.12], [1.01, 6.46, -2.33], [1.92, 6.65, -3.54], [1.99, 5.31, -4.06], [0.91, 4.64, -3.66], [0.59, 3.56, -4.07], [0.22, 5.33, -2.74], [0.37, 7.32, -2.13], [1.56, 6.20, -1.43], [1.49, 7.30, -4.30], [2.91, 7.01, -3.28], [-2.53, 3.94, 2.65], [-1.62, 5.08, 3.07], [-2.56, 6.14, 3.27], [-3.77, 5.60, 3.54], [-4.72, 6.21, 3.91], [-3.75, 4.26, 3.31], [-2.17, 2.97, 2.98], [-2.71, 3.92, 1.57], [-1.10, 4.88, 4.00], [-0.90, 5.36, 2.31], [0.71, 4.03, 9.21], [1.74, 5.11, 8.91], [1.78, 5.08, 7.47], [0.62, 4.57, 7.02], [0.28, 4.57, 5.88], [-0.11, 4.06, 8.03], [0.11, 4.24, 10.09], [1.16, 3.04, 9.30], [1.42, 6.10, 9.22], [2.72, 4.90, 9.32], [-4.69, -5.10, 2.58], [-5.34, -6.47, 2.52], [-4.24, -7.31, 2.16], [-3.10, -6.71, 2.53], [-2.02, -7.22, 2.52], [-3.33, -5.43, 2.91], [-5.11, -4.44, 3.33], [-4.70, -4.60, 1.61], [-5.72, -6.79, 3.49], [-6.14, -6.54, 1.79], [4.20, 4.63, -7.89], [2.75, 4.97, -7.61], [2.79, 6.38, -7.45], [3.89, 6.86, -8.10], [4.12, 8.01, -8.28], [4.68, 5.83, -8.50], [4.33, 3.79, -8.56], [4.77, 4.45, -6.97], [2.10, 4.73, -8.46], [2.36, 4.49, -6.71], [7.24, 0.27, -2.88], [6.32, -0.63, -3.68], [5.23, 0.25, -3.99], [5.68, 1.53, -3.93], [5.05, 2.48, -4.27], [6.93, 1.56, -3.40], [8.29, 0.04, -3.01], [7.00, 0.26, -1.81], [6.78, -0.97, -4.61], [5.95, -1.49, -3.13], [1.61, -10.07, 0.63], [2.13, -8.90, 1.44], [3.54, -9.08, 1.37], [3.83, -9.80, 0.26], [4.92, -9.97, -0.17], [2.69, -10.30, -0.28], [0.70, -9.85, 0.08], [1.47, -10.96, 1.24], [1.87, -7.93, 0.99], [1.79, -8.91, 2.47], [-9.13, -1.37, -0.27], [-10.32, -1.93, 0.47], [-9.85, -3.23, 0.86], [-8.50, -3.20, 0.90], [-7.81, -4.05, 1.35], [-8.04, -2.05, 0.36], [-9.01, -0.29, -0.17], [-9.13, -1.63, -1.33], [-10.56, -1.36, 1.37], [-11.21, -2.03, -0.15]]}